Molecular formula: C27H31CuF5N4O7P3Se
Method: DFT, wB97M-V/def2-TZVPD

Each line ends with the Mulliken charge.
Cartesian coordinates (Å):
C 10.320 9.792 7.428  -0.6622
H 7.053 13.218 12.511  0.2421
Se 10.969 16.068 7.076  0.1181
H 5.705 12.135 12.701  0.4329
H 9.512 10.031 10.547  0.4168
F 12.727 21.427 9.444  -0.2727
C 13.719 12.856 5.644  -0.7661
C 14.492 13.292 8.264  -0.7985
C 6.781 12.230 12.831  -1.7517
H 11.693 12.985 6.393  0.3246
O 7.271 9.883 12.697  -0.6445
O 9.574 12.754 11.219  -0.5083
H 13.979 17.162 11.044  0.4641
H 13.125 15.700 9.267  0.6189
H 12.986 8.717 9.980  0.4590
C 12.595 13.697 11.945  -0.4255
C 7.479 11.130 12.063  1.2664
H 7.426 17.050 10.294  0.3849
N 12.433 11.416 9.794  0.1292
C 10.783 8.513 7.403  -0.7767
C 11.459 17.730 7.803  -0.2279
H 14.811 13.455 9.273  0.4764
C 12.403 18.579 7.165  0.3686
H 13.956 16.425 13.412  0.3895
H 6.734 9.304 12.121  0.4141
H 13.081 11.189 10.551  0.2613
O 8.183 10.607 9.444  -0.7291
C 8.410 14.880 8.941  1.2846
C 11.646 8.075 8.412  -0.4154
H 9.963 10.759 13.896  0.3526
C 12.610 14.096 10.608  0.3316
O 6.181 12.221 9.790  -0.9282
C 13.106 15.355 10.293  -0.5565
H 6.325 15.101 9.455  0.4561
C 11.000 18.228 9.023  0.4714
C 13.596 16.176 11.296  -0.7587
C 13.130 13.210 7.945  0.9377
N 7.214 17.004 9.288  -0.1326
O 5.995 9.703 10.411  -0.5489
H 7.459 13.105 8.745  0.4657
H 8.747 14.797 9.975  0.2295
C 13.121 14.514 12.921  -0.7743
C 11.419 19.430 9.625  -0.2457
F 12.969 18.201 6.005  -0.2904
O 9.976 10.216 11.418  -0.5496
H 8.179 13.604 7.328  0.3663
Cu 9.715 12.257 8.785  -0.4522
H 10.439 7.824 6.628  0.4052
P 11.961 13.002 9.310  1.3620
H 13.142 14.210 13.959  0.4412
C 15.437 13.195 7.259  -0.7796
C 12.359 20.222 8.964  0.7743
C 15.063 12.944 5.959  -0.5982
H 7.014 12.152 13.889  0.3944
P 9.274 11.533 12.006  0.7857
N 10.789 10.673 8.358  0.6057
C 12.753 13.001 6.626  -0.2092
C 12.231 8.994 9.261  -0.8866
H 5.090 9.913 10.082  0.3493
F 10.959 19.809 10.829  -0.2979
F 13.647 20.628 7.034  -0.2701
H 8.015 17.445 8.808  0.1995
H 13.407 12.680 4.617  0.4236
H 9.245 15.410 8.379  -1.4444
H 16.476 13.342 7.508  0.4392
C 13.608 15.764 12.608  -0.6766
H 6.365 17.573 9.105  0.4062
H 12.102 12.777 12.237  0.1738
N 8.289 13.587 8.349  0.1774
C 11.804 10.345 9.190  0.2706
C 7.100 15.585 8.819  -0.9055
F 10.154 17.459 9.749  -0.3300
O 9.869 11.639 13.489  -0.5701
H 6.749 15.646 7.770  0.3330
H 9.565 10.166 6.733  0.3603
C 12.823 19.796 7.697  0.1154
H 15.820 12.826 5.195  0.4149
H 11.911 7.032 8.525  0.4522
P 6.960 11.028 10.260  0.6374

As for the expectation value of S²: 0.766. As for the orbital gap (alpha / beta): 6.3 / 3.6 eV. For the relative energy (zero: lowest compared OMol25 entry of this formula, charge and spin), the calculation gives 0.0 kcal per mole. For the HOMO energy (alpha / beta), the calculation gives -9.482 / -9.182 eV. Its charge is +1. The total energy comes out at -7358.4729 hartree. Its spin multiplicity is 2.

---

Molecular formula: C27H31F5InN8O3S2
Method: DFT, wB97M-V/def2-TZVPD

Each line ends with the Mulliken charge.
Cartesian coordinates (Å):
C -0.474 1.102 -6.350  -0.7811
C -3.073 -1.443 -0.140  1.0914
H 0.345 4.488 -0.100  0.3829
N 2.158 2.239 0.095  -0.1760
N 0.702 2.792 -2.291  -0.0445
H 4.678 -4.272 0.816  0.4541
N 1.706 -2.341 -0.716  -0.0945
C 3.846 -3.727 0.391  -0.3742
F -6.249 -1.535 1.587  -0.3346
C 2.969 -1.991 -0.989  1.0466
O -3.418 -4.756 3.315  -0.5414
H -1.367 -0.554 1.197  1.0179
C -2.853 -0.072 -0.322  -0.8059
C 2.060 3.337 -2.197  -0.7818
S -0.411 0.052 -3.432  -0.2816
H -0.292 4.663 -2.464  0.5161
H -0.429 1.517 -7.355  0.3762
H 0.969 -2.351 4.276  0.6475
C -1.687 -1.997 3.310  0.3500
N 2.261 0.450 -3.538  -1.0957
C 2.631 3.344 -0.774  -0.8665
H 3.000 -1.399 3.159  0.5213
F -3.664 2.106 0.072  -0.4030
F -4.330 -3.244 0.710  -0.4571
N 0.672 -0.296 1.011  0.9478
H 3.938 -1.068 -2.750  0.5336
C 4.070 -2.654 -0.459  -0.7620
H -0.779 0.061 -6.405  0.2913
H -0.203 3.555 2.109  0.7164
H -1.319 3.227 -2.322  0.4387
H 0.469 -3.647 0.261  0.5246
S 1.205 1.249 -5.716  -0.0114
C 3.116 -0.971 -2.042  -1.2231
H 2.324 -4.965 1.279  0.4567
C -2.972 -3.845 4.277  -0.5084
F -5.901 1.155 1.261  -0.3159
C -0.402 3.699 -1.959  -1.1383
H -3.682 -3.039 4.456  0.3728
N 2.189 -0.133 -2.291  0.7435
C 0.112 2.671 1.547  -0.6522
H 2.680 2.717 -2.842  0.3618
H 0.561 2.494 -3.250  0.0293
H -1.397 4.494 -0.231  0.5408
C 2.541 -4.108 0.656  -0.7787
C 1.657 2.696 1.411  -1.0082
H 2.940 1.619 0.250  0.2309
H 2.392 4.287 -0.286  0.3705
C -4.992 0.301 0.798  0.2691
N -0.529 2.617 0.237  0.0775
F -2.112 -2.306 -0.522  -0.4366
H 5.074 -2.348 -0.724  0.4779
H 2.741 -0.171 1.060  0.3814
H 3.719 3.315 -0.850  0.4910
C 2.012 -1.251 2.746  -1.5290
H 2.022 3.707 1.600  0.5216
C 1.101 0.509 -4.127  0.1522
O -1.772 0.410 -0.888  -0.3548
O -2.653 -1.270 3.184  -0.6375
H -1.183 1.668 -5.752  0.2465
C -0.504 3.909 -0.462  -0.9063
C -5.172 -1.061 0.960  0.8055
In 0.339 0.747 -1.061  2.2002
H -3.864 -4.286 2.600  0.3364
C -0.404 -0.781 1.621  -1.1323
H -0.211 1.805 2.118  0.1085
C -3.852 0.771 0.176  0.0766
N -1.715 -3.219 3.889  -0.1271
C -0.350 -1.546 2.778  -0.3900
C 0.883 -1.783 3.358  -0.3723
H -2.810 -4.407 5.194  0.3655
H 2.100 4.360 -2.586  0.4793
H -0.922 -3.829 3.769  0.2503
H 2.086 2.072 2.195  0.4947
C 1.505 -3.379 0.083  -0.2208
C 1.865 -0.537 1.577  -0.4300
C -4.199 -1.926 0.496  0.1403
H -1.492 2.303 0.312  0.1357

As for the orbital gap: 7.2 eV. For the relative energy (zero: lowest compared OMol25 entry of this formula, charge and spin), the calculation gives 7.7 kcal per mole. For the HOMO energy, the calculation gives -10.398 eV. Its charge is +1. The total energy comes out at -3196.8830 hartree.

---

Molecular formula: C27H31HoNOP2
Method: DFT, wB97M-V/def2-TZVPD

Each line ends with the Mulliken charge.
Cartesian coordinates (Å):
H 1.179 -3.148 1.929  0.2373
C -4.322 0.185 -0.084  -1.3350
H -0.811 -2.006 -2.133  0.2632
C 2.939 2.102 -0.662  -0.2967
H 0.069 -3.554 -1.964  0.6190
H 0.904 -4.494 0.778  0.4017
C -0.226 4.258 -2.880  -1.0161
H -2.348 3.896 -2.713  0.4537
H -4.634 0.025 0.955  0.3903
C 1.055 3.726 -2.756  -0.6991
C 3.725 -0.412 -2.579  -0.6848
H -0.350 5.296 -3.185  0.3856
H -3.050 2.731 1.518  0.3805
H 3.307 2.243 -2.745  1.1093
H -2.264 0.241 -2.356  0.3150
H -2.552 -3.413 -0.364  0.3603
C 0.356 0.839 4.003  -0.3330
C 3.688 -1.805 -2.625  -0.9930
C 1.863 -0.640 5.203  -0.5255
H 2.488 -3.584 -2.340  0.4463
H -2.053 -3.824 1.296  0.4054
C -2.411 1.244 -1.924  -1.2862
C -1.216 2.133 -2.223  -0.3096
H 1.951 4.309 -2.976  0.4801
H -2.292 3.373 0.038  0.3646
H 2.746 -0.783 5.832  0.3865
C -1.553 -0.077 2.655  -1.4012
H -2.099 0.862 2.814  0.5158
H 4.633 0.151 -2.809  0.4722
H -1.353 -4.720 -0.091  0.4616
C 1.403 -0.381 -1.912  0.7762
H -4.040 2.977 0.044  0.3854
N 0.308 0.371 -1.418  0.5096
C 1.339 -1.796 -1.982  -0.1969
C 0.039 -2.507 -1.640  -1.2404
C -1.350 3.465 -2.617  -0.4836
H -4.276 -0.787 -0.590  0.3282
H 0.061 1.848 3.678  0.3756
H 4.583 -2.360 -2.903  0.3886
C -1.708 -3.740 0.257  -1.4292
Ho -0.201 0.142 0.581  0.4198
H -0.612 -2.436 3.649  0.5622
H -3.337 1.674 -2.318  0.6409
C 0.098 1.632 -2.032  0.7721
H -5.057 0.827 -0.589  0.4528
C 2.503 -2.489 -2.319  -0.4639
C -0.021 -1.576 3.987  -0.3589
C 1.211 2.403 -2.342  -0.2024
C -0.421 -0.273 3.574  0.3299
H 1.985 -3.131 0.337  0.3742
C -3.052 2.682 0.421  -1.3068
O 2.333 1.730 0.337  -0.4918
C 1.066 -3.411 0.867  -1.1482
H -2.206 -0.947 2.533  0.2937
C 1.109 -1.747 4.783  -0.5577
P -2.686 0.973 -0.104  1.1154
C 1.476 0.651 4.813  -0.5969
H 3.847 2.706 -0.850  0.3632
C 2.572 0.295 -2.239  -0.2591
C 2.583 1.807 -2.052  0.1779
H 2.051 1.516 5.158  0.3837
P -0.367 -2.519 0.181  1.1013
H 1.399 -2.752 5.097  0.4167

As for the expectation value of S²: 6.005. As for the orbital gap (alpha / beta): 6.3 / 6.5 eV. For the HOMO energy (alpha / beta), the calculation gives -9.433 / -9.491 eV. Its charge is +1. The total energy comes out at -2808.0327 hartree. Its spin multiplicity is 5.

---

Look up the charge of the second one. +1